1.
This record from OMol25 describes C19H32N6O2RuS3 as an isolated structure. The level of theory is ωB97M-V/def2-TZVPD.

The geometry in XYZ format:
```
63
Properties=species:S:1:pos:R:3:forces:R:3
Ru -0.27016 2.33512 1.59717 -0.6 -1.3 -0.8
C -0.59313 3.78014 -3.66202 0.0 -0.1 0.2
S -1.99473 3.08541 -2.73909 -0.1 0.2 -0.2
C -1.40159 3.24231 -1.11004 0.6 -0.1 0.4
S 0.19165 2.57586 -0.71721 0.1 0.5 0.8
N -2.18506 3.72888 -0.21122 -0.6 0.2 -0.6
N -1.67973 3.62746 1.04295 0.5 -0.4 0.1
C -2.25719 4.22737 2.00714 -0.6 0.3 0.0
C -1.62202 4.11134 3.30466 0.2 0.1 0.4
C -2.14624 4.62269 4.47563 -0.2 0.1 -0.1
C -1.41944 4.51281 5.64838 0.1 0.0 0.1
C -0.16803 3.91492 5.62258 -0.1 0.1 0.0
C 0.29039 3.39992 4.42688 0.2 0.1 0.0
N -0.42191 3.47968 3.30163 -0.5 -0.5 -0.3
H -0.76803 3.55170 -4.71018 0.0 0.0 0.0
H 0.33929 3.33238 -3.32683 0.0 0.0 -0.1
H -0.56600 4.85578 -3.51222 0.0 0.0 -0.1
H -3.14833 4.81687 1.82791 0.0 0.0 0.1
H -3.12626 5.07993 4.45795 0.0 0.1 0.0
H -1.81445 4.89953 6.57811 0.0 0.0 0.0
H 0.43684 3.83533 6.51366 0.0 0.0 0.0
H 1.26036 2.92659 4.35597 0.0 -0.1 0.0
N 0.72441 0.65263 2.56581 0.3 0.2 -0.1
C -0.16588 0.24427 3.67621 -0.2 0.1 -0.2
C -1.60289 0.71059 3.42539 0.5 -0.5 0.5
O -2.39041 0.62964 4.33256 -0.3 0.1 -0.3
O -1.83554 1.14277 2.20549 0.7 1.5 0.0
H 0.64388 -0.02878 1.80151 0.0 0.0 0.0
H 1.68786 0.66277 2.88101 0.0 0.1 -0.1
H 0.14818 0.69238 4.61530 0.2 -0.1 0.0
H -0.18777 -0.83813 3.79897 0.0 0.0 0.0
C -0.69007 -1.58947 -4.61771 0.1 0.0 -0.1
C 0.72849 -1.90465 -5.09849 -0.1 0.0 0.2
C 1.74210 -2.18228 -3.98561 0.0 0.2 -0.1
C 2.08425 -0.97156 -3.11201 -0.2 -0.2 0.0
N 1.01035 -0.56452 -2.21231 0.2 0.1 -0.1
C 0.69071 -1.12912 -1.04434 -0.4 0.2 0.3
S -0.61395 -0.47763 -0.14788 0.1 -0.7 0.2
N 1.40773 -2.18313 -0.63033 0.2 0.0 -0.1
C 1.15944 -2.96929 0.57511 -0.3 0.0 0.0
C -0.01006 -3.94037 0.43206 0.1 0.0 -0.2
C 0.13949 -4.91410 -0.73798 0.1 0.0 0.2
C 1.39286 -5.78424 -0.65497 -0.1 0.0 -0.1
H -1.39015 -1.65109 -5.45120 0.0 0.0 0.0
H -0.77510 -0.58684 -4.19727 0.0 0.0 0.0
H -1.01482 -2.30550 -3.85925 0.0 0.0 0.0
H 1.09846 -1.08534 -5.72249 0.0 -0.1 -0.1
H 0.68823 -2.79411 -5.73003 0.0 0.0 -0.1
H 2.67567 -2.52082 -4.44219 0.0 -0.1 0.0
H 1.36646 -2.99898 -3.35935 0.1 0.0 0.0
H 2.30569 -0.11666 -3.75095 0.1 0.0 0.0
H 2.98097 -1.17523 -2.52016 0.0 0.1 0.0
H 0.44892 0.23250 -2.46074 -0.1 0.0 0.1
H 2.06413 -2.58104 -1.28275 0.0 0.0 0.0
H 0.95836 -2.28774 1.40039 0.1 0.0 0.0
H 2.08042 -3.50801 0.79510 0.0 0.1 0.0
H -0.92651 -3.36227 0.30900 0.0 0.0 0.1
H -0.09271 -4.50167 1.36756 0.0 0.0 0.0
H 0.13512 -4.35536 -1.67927 -0.1 0.0 0.0
H -0.74008 -5.55969 -0.75238 0.0 0.0 -0.1
H 2.30913 -5.20138 -0.78077 0.0 0.0 0.0
H 1.38224 -6.54774 -1.43294 0.1 0.0 0.0
H 1.44617 -6.29286 0.31012 0.0 0.0 0.0
```
Forces are in eV/Å.

**HOMO (spin up / spin down)**: -10.357 / -10.328 eV
**LUMO energy (spin up / spin down)**: -4.61 / -4.86 eV
**Net charge**: +1
**Frontier orbital gap (spin up / spin down)**: 5.75 / 5.47 eV
**⟨S²⟩**: 0.766
**Multiplicity**: 2


2.
This record from OMol25 describes a single C24H34N4O3 molecule. The level of theory is ωB97M-V/def2-TZVPD.

The geometry in XYZ format:
```
65
Properties=species:S:1:pos:R:3:forces:R:3
C -4.46340 -0.53217 1.96518 -0.2 0.1 -0.1
C -4.96079 0.12728 0.68285 0.1 0.0 0.0
C -4.51029 -0.66358 -0.54188 -0.2 0.1 0.2
C -4.48987 1.59451 0.59536 0.0 -0.3 0.2
C -3.02356 1.71497 0.39599 0.2 0.4 -1.0
C -2.27120 2.00268 -0.70763 -0.2 -0.1 0.6
C -0.93451 1.93917 -0.24193 -1.0 -0.2 0.5
C 0.26224 2.05052 -1.11405 0.4 0.2 0.0
O 0.14111 1.81004 -2.30779 -0.3 -0.1 -0.1
N 1.44512 2.37811 -0.55909 0.0 0.0 -0.1
C 1.70454 2.80968 0.79301 -0.1 0.0 0.7
C 2.64345 1.82717 1.49229 0.1 0.2 -0.1
C 3.92152 1.61452 0.68209 0.0 -0.1 0.0
C 3.67072 1.33111 -0.80563 0.0 0.0 0.0
C 3.34790 -0.13351 -1.13749 0.0 0.1 0.1
C 2.15591 -0.78204 -0.42871 0.3 0.0 -0.1
C 2.56747 -1.44109 0.87792 -0.2 0.1 -0.1
O 3.72771 -1.75190 1.08919 0.4 0.0 -0.1
N 1.59533 -1.73398 1.78188 0.0 -0.2 0.3
C 1.97637 -2.46570 2.97299 0.3 -0.1 0.0
C 0.19807 -1.36895 1.72624 -0.3 0.0 -0.3
C -0.70260 -2.44772 1.09336 0.1 0.2 0.1
C -0.67633 -2.37823 -0.40491 0.0 -0.4 0.0
C -0.16362 -3.40946 -1.18442 -0.1 0.1 0.0
C -0.13191 -3.25277 -2.56055 0.0 0.1 0.0
C -0.60825 -2.07338 -3.10982 0.0 -0.1 0.0
C -1.11578 -1.11021 -2.25152 0.0 0.0 -0.3
N -1.15506 -1.25890 -0.93937 0.0 0.2 0.3
C 2.64176 2.32228 -1.36938 0.4 -0.2 -0.4
N -0.91846 1.63482 1.03545 1.0 0.2 -0.3
O -2.20171 1.49941 1.43538 -0.5 -0.1 0.1
H -4.81360 -1.56064 2.01786 0.0 -0.1 0.0
H -4.82937 0.00007 2.84058 0.0 0.0 0.1
H -3.37700 -0.53477 1.99586 0.1 -0.1 0.0
H -6.05648 0.14834 0.70536 0.1 0.0 0.0
H -4.83826 -0.17570 -1.45700 0.0 0.0 -0.2
H -3.42590 -0.75096 -0.56641 0.0 0.0 0.0
H -4.93399 -1.66514 -0.51901 0.0 -0.1 0.0
H -4.76692 2.10851 1.51846 0.0 0.1 0.0
H -4.98732 2.08413 -0.24278 0.0 0.1 0.0
H -2.59301 2.22648 -1.70136 -0.1 0.0 -0.2
H 2.18323 3.79727 0.74248 -0.1 0.0 0.0
H 0.77036 2.89028 1.34497 0.2 0.1 -0.1
H 2.12486 0.88423 1.64455 -0.1 0.0 0.1
H 2.90109 2.22366 2.47606 0.0 0.0 0.1
H 4.53157 2.51919 0.75750 0.0 0.0 0.0
H 4.49107 0.78923 1.11048 0.1 0.0 0.0
H 4.60904 1.53904 -1.33536 -0.1 0.0 0.0
H 4.22845 -0.73531 -0.89845 -0.1 0.0 -0.1
H 3.18405 -0.19293 -2.21577 0.0 0.0 0.0
H 1.78784 -1.59348 -1.06238 -0.1 0.0 0.0
H 1.33774 -0.08131 -0.30232 -0.1 -0.1 0.0
H 1.36871 -3.36592 3.07846 0.0 0.0 0.0
H 1.84712 -1.84298 3.86170 0.0 0.0 0.0
H 3.02397 -2.74401 2.88088 -0.1 0.0 0.1
H 0.05438 -0.43302 1.18493 0.0 -0.1 0.2
H -0.12752 -1.20260 2.75774 0.0 0.1 -0.1
H -1.72540 -2.26486 1.42840 -0.1 -0.1 0.0
H -0.39623 -3.43818 1.43156 0.0 0.0 0.1
H 0.21069 -4.30967 -0.72030 0.0 -0.1 0.1
H 0.26565 -4.03529 -3.19125 0.0 0.0 0.0
H -0.58904 -1.90290 -4.17429 0.0 0.0 -0.1
H -1.49474 -0.17028 -2.62663 0.0 0.1 -0.1
H 3.08774 3.32451 -1.39992 -0.1 0.0 0.0
H 2.34609 2.03792 -2.38084 0.1 0.1 0.1
```
Forces are in eV/Å.

**HOMO**: -8.912 eV
**LUMO energy**: 0.75 eV
**Frontier orbital gap**: 9.66 eV
**SMILES string**: CC(C)Cc1cc(C(=O)N2CCC[C@@H](CCC(=O)N(C)CCc3ccccn3)C2)no1
**Multiplicity**: 1


3.
This record from OMol25 describes a single C4H4 molecule. The level of theory is ωB97M-V/def2-TZVPD.

The geometry in XYZ format:
```
8
Properties=species:S:1:pos:R:3:forces:R:3
C 0.20521 -1.45377 -0.12497 -0.6 2.5 -1.0
C 0.00669 -0.12274 -0.04397 1.0 -2.7 -1.4
C -0.21295 1.01166 0.72136 0.8 2.7 1.7
C 0.02888 1.19242 -0.58614 -2.4 0.5 -0.5
H 0.26701 -2.04235 -1.01909 0.2 0.1 -0.1
H 0.29316 -1.81336 0.82506 0.0 -2.0 2.1
H -0.32059 1.51071 1.75651 -0.1 -1.0 -2.1
H -0.26742 1.71743 -1.52876 1.0 -0.1 1.2
```
Forces are in eV/Å.

**HOMO**: -7.930 eV
**LUMO energy**: 0.88 eV
**Frontier orbital gap**: 8.81 eV
**SMILES string**: C=C1C=C1
**Multiplicity**: 1


4.
This record from OMol25 describes C26H29BrN3O4PtS as an isolated structure. The level of theory is ωB97M-V/def2-TZVPD.

The geometry in XYZ format:
```
65
Properties=species:S:1:pos:R:3:forces:R:3
Pt 1.37211 1.97705 -0.89252 -0.1 0.0 -0.1
C -3.95869 -3.74966 -2.51107 0.0 0.0 0.0
C -3.94757 -2.36630 -3.17643 0.0 0.0 0.0
C -3.57155 -2.54938 -4.64673 0.0 0.0 0.0
C -5.35998 -1.76776 -3.11420 0.0 0.0 0.0
C -2.96832 -1.45097 -2.44476 0.0 0.0 0.0
C -1.88797 -0.85017 -3.06034 0.0 0.0 0.0
C -1.03212 -0.03575 -2.33337 0.0 0.0 0.0
Br 0.39771 0.77725 -3.29935 0.0 0.0 0.0
C -1.17359 0.22521 -0.96224 0.0 0.0 0.0
O -0.35980 0.96036 -0.25262 0.0 0.0 0.0
C -2.31805 -0.36585 -0.33706 0.0 0.0 0.0
C -3.15246 -1.17528 -1.08506 0.0 0.0 0.0
C -2.61142 -0.07257 1.13868 0.0 0.0 0.0
C -2.82349 1.43722 1.33314 0.0 0.0 0.0
C -3.88067 -0.77873 1.62406 0.0 0.0 0.0
C -1.45373 -0.54875 2.02767 0.0 0.0 0.0
H -4.66284 -4.41370 -3.02056 0.0 0.0 0.0
H -4.25363 -3.68530 -1.46285 0.0 0.0 0.0
H -2.96580 -4.20143 -2.55131 0.0 0.0 0.0
H -4.28909 -3.21801 -5.12798 0.0 0.0 0.0
H -2.57804 -2.98892 -4.75319 0.0 0.0 0.0
H -3.58552 -1.59970 -5.18508 0.0 0.0 0.0
H -6.07473 -2.41640 -3.62886 0.0 0.0 0.0
H -5.37986 -0.78505 -3.58916 0.0 0.0 0.0
H -5.69468 -1.64705 -2.08291 0.0 0.0 0.0
H -1.68312 -0.99574 -4.11153 0.0 0.0 0.0
H -4.00541 -1.62273 -0.59334 0.0 0.0 0.0
H -3.67943 1.77890 0.74553 0.0 0.0 0.0
H -1.94269 1.99719 1.02755 0.0 0.0 0.0
H -3.02457 1.65155 2.38662 0.0 0.0 0.0
H -4.76438 -0.46264 1.06494 0.0 0.0 0.0
H -4.04352 -0.52519 2.67377 0.0 0.0 0.0
H -3.79480 -1.86574 1.55398 0.0 0.0 0.0
H -0.54122 -0.00399 1.80277 0.0 0.0 0.0
H -1.27308 -1.61703 1.87836 0.0 0.0 0.0
H -1.70518 -0.38856 3.08047 0.0 0.0 0.0
S 1.42651 2.79030 1.46802 0.0 0.0 0.0
C 3.06598 3.00233 1.80468 0.1 0.0 0.0
N 3.97616 2.97935 0.79147 0.0 0.0 0.2
C 5.29985 2.96961 0.98982 0.0 0.0 0.0
C 5.77383 3.06665 2.26551 0.0 0.0 0.0
C 4.80485 3.19074 3.27267 0.0 0.0 0.0
N 3.50852 3.16472 3.07235 0.0 0.0 0.0
H 3.60738 2.93505 -0.17237 0.0 0.0 -0.1
H 5.90585 2.86809 0.10157 0.0 0.0 0.0
H 6.82986 3.05408 2.48184 0.0 0.0 0.0
H 5.11704 3.31344 4.30593 0.0 0.0 0.0
O 5.08165 0.47148 -0.47386 0.0 0.0 0.0
C 3.90561 0.23920 -0.18482 0.0 0.0 -0.1
O 2.90969 0.39258 -0.97899 0.0 -0.1 0.1
C 3.60543 -0.27632 1.21243 0.0 0.0 0.0
C 4.63905 -0.35999 2.14071 0.0 0.0 0.0
C 4.39254 -0.80193 3.43173 0.0 0.0 0.0
C 3.10628 -1.17475 3.79991 0.0 0.0 0.0
C 2.07471 -1.10756 2.87364 0.0 0.0 0.0
C 2.32145 -0.65781 1.58389 0.0 0.0 0.0
H 5.63412 -0.07795 1.82166 0.0 0.0 0.0
H 5.20139 -0.85824 4.15107 0.0 0.0 0.0
H 2.90760 -1.51755 4.80841 0.0 0.0 0.0
H 1.07090 -1.39359 3.16032 0.0 0.0 0.0
H 1.52188 -0.58270 0.85733 0.0 0.0 0.0
O 4.55316 4.55010 -2.68851 0.0 0.0 0.1
C 3.66078 3.89605 -2.23436 -0.1 0.1 -0.2
N 2.76911 3.26823 -1.77705 0.1 0.0 0.1
```
Forces are in eV/Å.

**HOMO (spin up / spin down)**: -4.492 / -4.911 eV
**LUMO energy (spin up / spin down)**: 2.31 / 1.85 eV
**Net charge**: -1
**Frontier orbital gap (spin up / spin down)**: 6.80 / 6.76 eV
**⟨S²⟩**: 2.007
**Multiplicity**: 3


Asked for relative energy (zero: lowest compared OMol25 entry of this formula, charge and spin) across the records above, the calculation gives 271.6, 127.9, 146.4, 0.0 kJ/mol in order.